Entry 1:
{"formula": "C4H6O2", "method": "wB97M-V/def2-TZVPD", "relative_energy_kcal_mol": 79.4, "lumo_ev": 0.85, "homo_lumo_gap_ev": 11.25, "molar_mass_g_mol": 86.09, "charge": 0, "largest_force_ev_per_a": 3.80, "elements": ["C", "C", "O", "C", "C", "O", "H", "H", "H", "H", "H", "H"], "coordinates": [[0.00, 1.42, -0.91], [0.68, 0.18, -0.48], [1.90, 0.01, -0.58], [0.12, -1.06, 0.08], [-0.69, -1.03, 1.32], [-1.31, -1.27, 0.07], [-1.03, 1.47, -0.59], [0.59, 2.26, -0.54], [0.04, 1.45, -2.01], [1.28, -1.43, -0.14], [-0.92, -0.09, 1.82], [-0.66, -1.90, 1.97]], "mulliken_charge": [-0.986, 0.563, -0.567, -0.013, -0.303, -0.419, 0.281, 0.332, 0.289, 0.346, 0.221, 0.255]}

=====

Entry 2:
{"formula": "C4H6O2", "method": "wB97M-V/def2-TZVPD", "relative_energy_kcal_mol": 120.8, "lumo_ev": [0.13, 0.13], "homo_lumo_gap_ev": [8.31, 8.31], "molar_mass_g_mol": 86.09, "charge": 0, "largest_force_ev_per_a": 0.42, "elements": ["C", "C", "O", "C", "C", "O", "H", "H", "H", "H", "H", "H"], "coordinates": [[-1.43, -0.51, -0.41], [-0.30, -0.21, 0.54], [0.80, -1.19, 0.45], [1.68, -0.17, 0.27], [0.74, 0.87, 0.18], [0.72, 2.20, 0.10], [-2.12, 0.34, -0.40], [-1.06, -0.65, -1.43], [-1.98, -1.40, -0.11], [-0.61, -0.16, 1.58], [0.83, 1.20, -0.93], [2.74, -0.34, 0.16]], "mulliken_charge": [-1.253, 0.502, -0.378, -0.192, 0.027, -0.701, 0.321, 0.327, 0.318, 0.289, 0.359, 0.381]}

=====

Entry 3:
{"formula": "C4H6O2", "method": "wB97M-V/def2-TZVPD", "relative_energy_kcal_mol": 44.5, "lumo_ev": 0.47, "homo_lumo_gap_ev": 10.03, "molar_mass_g_mol": 86.09, "charge": 0, "largest_force_ev_per_a": 0.39, "elements": ["C", "O", "C", "C", "C", "O", "H", "H", "H", "H", "H", "H"], "coordinates": [[0.47, 1.46, -0.59], [-0.76, 1.24, 0.10], [-1.29, 0.00, 0.13], [-0.64, -1.17, 0.22], [0.77, -1.31, 0.64], [1.40, -2.34, 0.58], [0.25, 2.08, -1.46], [1.17, 1.98, 0.08], [0.93, 0.53, -0.92], [-2.37, 0.04, 0.07], [-1.21, -2.08, 0.09], [1.21, -0.40, 1.10]], "mulliken_charge": [-0.748, -0.413, 0.025, -0.266, -0.116, -0.518, 0.257, 0.242, 0.426, 0.378, 0.319, 0.414]}

=====

Entry 4:
{"formula": "C4H6O2", "method": "wB97M-V/def2-TZVPD", "relative_energy_kcal_mol": 42.0, "lumo_ev": 0.68, "homo_lumo_gap_ev": 10.36, "molar_mass_g_mol": 86.09, "charge": 0, "largest_force_ev_per_a": 0.36, "elements": ["O", "C", "C", "C", "C", "O", "H", "H", "H", "H", "H", "H"], "coordinates": [[-2.08, 1.33, 1.23], [-0.94, 1.01, 1.01], [-0.45, 0.55, -0.32], [-0.35, -0.92, -0.68], [0.88, -0.11, -0.46], [1.57, -0.27, 0.75], [-0.18, 1.08, 1.81], [-0.79, 1.19, -1.13], [-0.62, -1.22, -1.69], [-0.58, -1.67, 0.08], [1.49, 0.16, -1.32], [2.04, -1.11, 0.71]], "mulliken_charge": [-0.474, -0.164, -0.075, -0.659, -0.013, -0.506, 0.362, 0.393, 0.239, 0.273, 0.321, 0.303]}

=====

Entry 5:
{"formula": "C4H6O2", "method": "wB97M-V/def2-TZVPD", "relative_energy_kcal_mol": 113.5, "lumo_ev": 0.77, "homo_lumo_gap_ev": 9.45, "molar_mass_g_mol": 86.09, "charge": 0, "largest_force_ev_per_a": 3.30, "elements": ["C", "C", "C", "C", "O", "O", "H", "H", "H", "H", "H", "H"], "coordinates": [[-0.43, 1.56, -0.05], [-1.57, 1.05, 0.20], [2.10, -1.21, 0.03], [-1.67, -0.52, 0.03], [0.69, 1.92, -0.08], [3.01, -0.31, -0.01], [-2.47, 1.60, 0.19], [2.57, -2.13, -0.67], [-2.41, -0.95, 0.81], [-0.68, -0.88, 0.20], [-1.91, -0.73, -1.01], [2.78, 0.58, 0.35]], "mulliken_charge": [0.617, -0.530, -0.173, -0.642, -0.445, -0.322, 0.350, 0.081, 0.252, 0.185, 0.239, 0.390]}

=====

Entry 6:
{"formula": "C4H6O2", "method": "wB97M-V/def2-TZVPD", "relative_energy_kcal_mol": 80.1, "lumo_ev": 0.77, "homo_lumo_gap_ev": 10.54, "molar_mass_g_mol": 86.09, "charge": 0, "largest_force_ev_per_a": 0.73, "elements": ["O", "C", "C", "C", "C", "O", "H", "H", "H", "H", "H", "H"], "coordinates": [[1.64, -0.14, -0.91], [0.88, 0.22, 0.20], [-0.45, 0.96, -0.04], [-1.11, -0.32, -0.55], [-0.27, -0.68, 0.67], [-0.81, 0.56, 1.33], [2.48, -0.49, -0.60], [1.45, 0.64, 1.03], [-0.60, 1.99, -0.38], [-2.19, -0.39, -0.37], [-0.81, -0.71, -1.52], [-0.19, -1.66, 1.14]], "mulliken_charge": [-0.529, -0.043, -0.296, -0.527, -0.271, -0.484, 0.337, 0.387, 0.458, 0.268, 0.244, 0.457]}

=====

Entry 7:
{"formula": "C4H6O2", "method": "wB97M-V/def2-TZVPD", "relative_energy_kcal_mol": 104.8, "lumo_ev": [-1.50, -2.29], "homo_lumo_gap_ev": [8.30, 6.97], "molar_mass_g_mol": 86.09, "charge": 0, "largest_force_ev_per_a": 2.71, "elements": ["C", "C", "O", "C", "C", "O", "H", "H", "H", "H", "H", "H"], "coordinates": [[-0.49, -1.26, -0.91], [0.37, -0.60, 0.32], [1.62, -0.83, 0.20], [-0.25, 0.67, 0.54], [0.53, 1.92, 0.54], [0.00, 3.01, 0.69], [-1.57, -1.23, -0.75], [-0.12, -2.28, -0.97], [-0.21, -0.70, -1.81], [-1.32, 0.74, 0.67], [-0.17, -1.23, 1.11], [1.61, 1.80, 0.37]], "mulliken_charge": [-1.046, 0.615, -0.512, -0.457, -0.068, -0.483, 0.386, 0.316, 0.314, 0.377, 0.206, 0.352]}

=====

Entry 8:
{"formula": "C4H6O2", "method": "wB97M-V/def2-TZVPD", "relative_energy_kcal_mol": 95.3, "lumo_ev": 0.78, "homo_lumo_gap_ev": 11.09, "molar_mass_g_mol": 86.09, "charge": 0, "largest_force_ev_per_a": 5.25, "elements": ["C", "C", "O", "O", "H", "H", "H", "H", "C", "C", "H", "H"], "coordinates": [[-2.59, -0.43, -0.07], [-1.12, 0.22, 0.09], [-0.82, 1.34, -0.06], [-0.16, -0.83, 0.07], [-3.48, 0.18, -0.34], [-2.39, -1.47, -0.65], [-2.82, -0.98, 0.86], [0.83, -0.52, 0.31], [2.54, 0.59, 0.02], [2.91, -0.57, 0.00], [2.33, 1.62, -0.04], [2.99, -1.81, -0.49]], "mulliken_charge": [-0.966, 0.700, -0.456, -0.425, 0.301, 0.262, 0.293, 0.230, -0.346, -0.357, 0.457, 0.306]}

=====

Entry 9:
{"formula": "C4H6O2", "method": "wB97M-V/def2-TZVPD", "relative_energy_kcal_mol": 51.4, "lumo_ev": 0.67, "homo_lumo_gap_ev": 10.29, "molar_mass_g_mol": 86.09, "charge": 0, "largest_force_ev_per_a": 0.83, "elements": ["O", "C", "C", "O", "C", "C", "H", "H", "H", "H", "H", "H"], "coordinates": [[1.57, -0.23, 1.55], [1.48, -0.08, 0.35], [0.18, 0.09, -0.35], [0.26, 0.59, -1.66], [-1.01, -0.80, -0.21], [-0.93, 0.30, 0.76], [2.40, 0.04, -0.25], [0.84, 1.36, -1.75], [-0.89, -1.83, 0.08], [-1.70, -0.61, -1.03], [-0.65, -0.02, 1.77], [-1.55, 1.19, 0.74]], "mulliken_charge": [-0.500, -0.111, 0.726, -0.542, -0.568, -0.683, 0.363, 0.320, 0.252, 0.241, 0.225, 0.276]}

=====

Entry 10:
{"formula": "C4H6O2", "method": "wB97M-V/def2-TZVPD", "relative_energy_kcal_mol": 49.8, "lumo_ev": 0.74, "homo_lumo_gap_ev": 10.61, "molar_mass_g_mol": 86.09, "charge": 0, "largest_force_ev_per_a": 1.65, "elements": ["C", "C", "C", "O", "C", "O", "H", "H", "H", "H", "H", "H"], "coordinates": [[-1.13, -0.14, -0.34], [0.42, -0.19, -0.43], [0.37, 1.27, -0.04], [0.31, 1.66, 1.10], [1.02, -1.07, 0.64], [0.39, -1.41, 1.61], [-1.52, -1.00, 0.18], [-1.31, 0.66, 0.40], [-1.61, 0.08, -1.30], [0.87, -0.38, -1.43], [0.13, 1.90, -0.91], [2.08, -1.36, 0.52]], "mulliken_charge": [-1.182, 0.258, -0.098, -0.492, -0.110, -0.458, 0.401, 0.291, 0.304, 0.394, 0.345, 0.348]}

=====

Entry 11:
{"formula": "C4H6O2", "method": "wB97M-V/def2-TZVPD", "relative_energy_kcal_mol": 99.6, "lumo_ev": 0.63, "homo_lumo_gap_ev": 9.66, "molar_mass_g_mol": 86.09, "charge": 0, "largest_force_ev_per_a": 1.37, "elements": ["O", "C", "O", "C", "C", "C", "H", "H", "H", "H", "H", "H"], "coordinates": [[2.47, -1.68, 0.40], [2.28, -0.80, -0.32], [1.22, 0.62, 0.20], [-0.05, 0.19, 0.59], [-1.00, -0.41, -0.42], [-1.24, 0.97, 0.13], [1.82, 0.09, -0.93], [-0.08, -0.22, 1.60], [-0.67, -0.48, -1.45], [-1.64, -1.23, -0.10], [-1.04, 1.81, -0.53], [-2.06, 1.12, 0.83]], "mulliken_charge": [-0.273, 0.122, -0.603, 0.145, -0.551, -0.581, 0.478, 0.344, 0.232, 0.222, 0.229, 0.235]}

=====

Entry 12:
{"formula": "C4H6O2", "method": "wB97M-V/def2-TZVPD", "relative_energy_kcal_mol": 108.3, "lumo_ev": 0.81, "homo_lumo_gap_ev": 9.40, "molar_mass_g_mol": 86.09, "charge": 0, "largest_force_ev_per_a": 1.89, "elements": ["O", "C", "C", "C", "C", "O", "H", "H", "H", "H", "H", "H"], "coordinates": [[0.26, -1.67, -1.19], [1.08, -1.13, -0.20], [0.78, 0.05, 0.27], [-0.85, 0.35, -0.48], [-0.09, 1.24, 0.33], [-0.61, 1.50, 1.59], [-0.34, -2.28, -0.76], [1.92, -1.78, 0.03], [-1.65, -0.24, -0.02], [-0.95, 0.48, -1.56], [0.35, 2.07, -0.22], [0.09, 1.28, 2.21]], "mulliken_charge": [-0.514, -0.294, -0.380, -0.647, 0.621, -0.523, 0.318, 0.391, 0.263, 0.236, 0.192, 0.337]}